Molecular formula: C48H70As2CsN3P3Si
Method: DFT, wB97M-V/def2-TZVPD

Cartesian coordinates (Å):
Cs  -0.7716  0.2266  -0.9652
C  1.3799  -3.7560  -4.3171
C  0.5368  -2.8735  -3.3973
C  1.0426  -1.4355  -3.5328
P  0.4636  -3.2698  -1.5650
C  -0.4590  -4.8928  -1.4082
C  -0.0746  -5.5417  -0.0778
C  -0.5210  -5.9182  -2.5373
C  2.2493  -3.6338  -1.2173
C  2.8250  -4.7916  -1.7477
C  4.1850  -5.0369  -1.6757
C  5.0018  -4.0835  -1.0901
C  4.4381  -2.9483  -0.5299
C  3.0575  -2.6988  -0.5269
Si  2.2378  -1.1722  0.3805
C  3.7650  -0.0330  0.8568
C  4.8637  -0.4971  1.5926
C  6.0218  0.2420  1.7692
C  6.1168  1.5086  1.2094
C  5.0202  2.0321  0.5486
C  3.8393  1.2987  0.3904
P  2.3139  2.1681  -0.1923
C  2.6437  2.5523  -2.0116
C  3.4343  3.8269  -2.3032
C  1.3466  2.5068  -2.8359
C  2.4987  3.8224  0.6534
C  1.2320  4.6311  0.3543
C  2.6414  3.6302  2.1614
C  1.9047  -2.0104  2.1274
C  2.7170  -3.0697  2.5630
C  2.5881  -3.6549  3.8103
C  1.6238  -3.1879  4.6928
C  0.7832  -2.1680  4.2868
C  0.8907  -1.5877  3.0159
P  -0.3901  -0.4062  2.4181
C  -0.4724  1.0186  3.6170
C  -1.7482  1.8098  3.3106
C  -0.2711  0.8241  5.1165
C  -1.9956  -1.3502  2.6306
C  -2.5895  -1.6360  4.0087
C  -1.8841  -2.6582  1.8465
H  1.2065  -3.4395  -5.3484
H  1.1368  -4.8141  -4.2442
H  2.4412  -3.6382  -4.0923
H  -0.5076  -2.9028  -3.7311
H  2.0404  -1.3391  -3.0948
H  0.3949  -0.7124  -3.0446
H  1.0945  -1.1671  -4.5911
H  -1.4813  -4.5093  -1.2916
H  0.9069  -6.0144  -0.1438
H  -0.8033  -6.3077  0.2010
H  -0.0264  -4.8041  0.7262
H  0.4305  -6.4227  -2.7066
H  -0.8421  -5.4685  -3.4761
H  -1.2505  -6.6908  -2.2734
H  2.1988  -5.5085  -2.2600
H  4.5995  -5.9430  -2.1014
H  6.0765  -4.2261  -1.0567
H  5.1047  -2.2319  -0.0695
H  4.8108  -1.4826  2.0424
H  6.8490  -0.1699  2.3365
H  7.0206  2.0969  1.3168
H  5.0761  3.0513  0.1820
H  3.2567  1.7050  -2.3361
H  2.8951  4.7213  -1.9887
H  3.6123  3.9156  -3.3783
H  4.4055  3.8250  -1.8077
H  0.5699  3.1885  -2.4696
H  0.9285  1.5004  -2.8563
H  1.5587  2.7692  -3.8758
H  3.3662  4.3745  0.2797
H  0.3592  4.1237  0.7738
H  1.0544  4.7426  -0.7171
H  1.2947  5.6314  0.7919
H  1.9162  2.8984  2.5193
H  2.4517  4.5720  2.6840
H  3.6315  3.2727  2.4392
H  3.4764  -3.4560  1.8922
H  3.2427  -4.4703  4.0973
H  1.5173  -3.6233  5.6794
H  0.0220  -1.8228  4.9721
H  0.3644  1.6268  3.2641
H  -2.6397  1.2831  3.6597
H  -1.8611  1.9866  2.2368
H  -1.7244  2.7817  3.8100
H  -1.0590  0.2207  5.5681
H  -0.2804  1.7991  5.6138
H  0.6858  0.3507  5.3310
H  -2.6995  -0.6968  2.0984
H  -1.9752  -2.3424  4.5669
H  -3.5772  -2.0931  3.8893
H  -2.7142  -0.7356  4.6082
H  -1.1893  -3.3347  2.3496
H  -1.5220  -2.5363  0.8221
H  -2.8583  -3.1548  1.8034
C  -5.4772  0.6857  -1.8843
As  -4.2605  0.9632  -0.3786
C  -5.2229  -0.1487  0.9226
C  -4.8976  2.7363  0.1889
C  -6.1066  2.8743  0.8652
C  -6.5552  4.1122  1.2996
C  -5.7887  5.2385  1.0516
C  -4.5900  5.1174  0.3647
C  -4.1286  3.8789  -0.0778
As  -2.3852  3.7225  -0.9801
C  -1.9452  5.6194  -1.1807
C  -2.9865  3.4122  -2.8217
H  -6.5091  0.8828  -1.5912
H  -5.3649  -0.3429  -2.2249
H  -5.1946  1.3392  -2.7066
H  -6.3024  -0.1153  0.7735
H  -4.9840  0.1750  1.9359
H  -4.8852  -1.1782  0.7995
H  -6.7137  2.0006  1.0683
H  -7.4954  4.1931  1.8308
H  -6.1191  6.2128  1.3897
H  -4.0082  6.0109  0.1795
H  -2.7564  6.1911  -1.6318
H  -1.0703  5.6761  -1.8290
H  -1.6783  6.0443  -0.2135
H  -3.8801  3.9890  -3.0601
H  -3.1668  2.3480  -2.9734
H  -2.1767  3.7018  -3.4933
N  -0.7865  -1.9513  -6.8288
C  -1.3665  -1.0997  -6.2930
N  -2.0369  -0.0919  -5.7532
C  -2.2311  -0.1841  -4.4670
N  -2.3999  -0.1780  -3.3109

Results
* lowest unoccupied orbital energy: 0.0663 Ha
* orbital gap: 4.947 eV
* ΔE to the lowest compared entry with this formula, charge and spin: 30.1 kJ/mol
* total charge: -1
* maximum force: 0.55 eV/Å

Atomic partial charges in e from the Löwdin method, atoms 1 to 5: Cs 0.518; C -0.114; C -0.538; C -0.174; P 1.033